# C21H23N5O4

The molecule C21H23N5O4 at a distorted geometry (ωB97M-V/def2-TZVPD, OMol25).

Computed properties:
frontier orbital gap: 8.4 eV
spin multiplicity: 1
energy relative to the best compared isomer or geometry (same formula, charge and spin): 0.425 eV
SMILES: Cn1c(CN2CCN(C(=O)COc3ccccc3)CC2)nc2cc([N+](=O)[O-])ccc21
E_HOMO: -8.65 eV

Last column: natural (NBO) charge in e.
CARTESIAN COORDINATES (ANGSTROEM)
C 2.86391 2.59531 -3.03125  -0.407
N 2.65968 2.54185 -1.60989  -0.374
C 3.63442 2.47619 -0.65338  0.198
C 5.02224 2.43058 -0.71740  -0.270
C 5.70765 2.36711 0.47335  -0.176
C 5.02455 2.34813 1.69779  -0.013
C 3.64192 2.39122 1.78367  -0.153
C 2.94474 2.45825 0.58899  0.076
N 1.59908 2.51830 0.35450  -0.466
C 1.45767 2.57042 -0.93861  0.388
C 0.12635 2.58183 -1.62288  -0.261
N -0.65276 1.37543 -1.40202  -0.428
C -1.12188 1.23279 -0.03301  -0.243
C -2.08799 0.04880 0.05186  -0.219
N -1.42303 -1.14970 -0.40281  -0.433
C -1.00207 -2.18471 0.34818  0.656
O -0.27026 -3.05574 -0.08917  -0.634
C -1.49352 -2.25212 1.79953  -0.164
O -2.86727 -2.00193 1.99035  -0.500
C -3.77700 -2.89317 1.48709  0.291
C -3.45849 -4.02863 0.75379  -0.270
C -4.47420 -4.85636 0.30267  -0.199
C -5.79884 -4.56530 0.56970  -0.243
C -6.11402 -3.42875 1.29803  -0.190
C -5.11304 -2.59665 1.75465  -0.262
H -5.33853 -1.70978 2.32617  0.222
H -7.14523 -3.19059 1.51277  0.214
H -6.58175 -5.21759 0.21384  0.213
H -4.21772 -5.73842 -0.26521  0.215
H -2.43539 -4.27754 0.52341  0.229
H -0.97517 -1.48646 2.38641  0.215
H -1.21147 -3.23757 2.19046  0.212
C -0.93254 -1.01178 -1.75722  -0.230
C 0.03317 0.16935 -1.83471  -0.236
H 0.35633 0.30209 -2.87040  0.198
H 0.91616 -0.05358 -1.21103  0.178
H -0.42841 -1.93868 -2.03378  0.250
H -1.78320 -0.83528 -2.42216  0.199
H -2.45181 -0.06708 1.06945  0.236
H -2.94189 0.23287 -0.60942  0.199
H -1.64576 2.14821 0.24684  0.207
H -0.28633 1.08461 0.66820  0.199
H -0.45825 3.42379 -1.24237  0.232
H 0.25554 2.70475 -2.70077  0.206
H 3.14258 2.37569 2.73848  0.257
N 5.79339 2.28296 2.91026  0.531
O 5.18948 2.25539 3.96244  -0.382
O 7.00383 2.26116 2.81445  -0.385
H 6.78564 2.33000 0.49047  0.250
H 5.55303 2.44318 -1.65672  0.220
H 2.44954 3.51661 -3.44606  0.213
H 2.39502 1.73976 -3.52153  0.212
H 3.93187 2.57078 -3.23603  0.223